Below is the molecule C5H9NOSe in a non-equilibrium geometry, with properties calculated with the ωB97M-V functional and the def2-TZVPD basis.

Values from the calculation:
**Calculated total energy**: -2727.28748 a.u.
**HOMO energy**: -8.106 eV
**Kohn-Sham gap**: 7.936 eV

Structure (ORCA input):
```
! RIJCOSX wB97M-V def2-TZVPD def2/J DEFGRID3
* xyz 0 1
N -0.370 2.803 0.748
C 0.035 1.641 0.071
O 1.158 1.534 -0.401
C -1.064 0.700 -0.241
C -0.709 -0.827 -0.142
C 0.639 -1.300 -0.675
C 1.344 -2.238 0.286
Se 2.234 -3.803 -0.005
H -1.216 3.019 1.149
H 0.299 3.620 0.783
H -1.507 0.962 -1.238
H -1.841 0.755 0.574
H -1.416 -1.354 -0.781
H -0.884 -1.094 0.937
H 0.655 -1.785 -1.669
H 1.394 -0.584 -0.661
H 1.249 -2.049 1.265
*
```

Atomic charges from the natural (NBO) analysis, expressed in e, are listed below: number 1, N, carries -0.84; number 2, C, carries 0.67; number 3, O, carries -0.61; number 4, C, carries -0.50; number 5, C, carries -0.38; number 6, C, carries -0.52; number 7, C, carries -0.19; number 8, Se, carries 0.02; number 9, H, carries 0.39; number 10, H, carries 0.40; number 11, H, carries 0.25; number 12, H, carries 0.21; number 13, H, carries 0.22; number 14, H, carries 0.21; number 15, H, carries 0.23; number 16, H, carries 0.28; number 17, H, carries 0.15